A cluster of 2 separate species, CH4NO2S in total. Source: the OMol25 dataset; level of theory: ωB97M-V/def2-TZVPD.

2S+1: 1
HOMO energy in eV: -4.3
ΔE to the lowest compared entry with this formula, charge and spin in kJ/mol: 65.0
LUMO level in eV: 3.65
Net charge: -1

Atoms and positions in Å:
N: 0.271035 -0.805267 -1.636016
C: -0.420575 0.170365 -0.890178
O: -1.655936 0.050585 -0.843392
O: 0.313265 1.054031 -0.362696
H: 1.266679 -0.806005 -1.617995
H: -0.250321 -1.584237 -1.985192
S: 0.531996 0.185321 2.562140
H: 0.211050 0.843882 1.399985
H: -0.267190 0.891322 3.373340

Atomic forces in eV per Å
N -0.218 0.166 -0.180
C -0.093 -0.090 -0.091
O -0.163 0.032 0.051
O 0.084 0.160 0.178
H 0.266 -0.108 0.044
H 0.054 -0.105 0.017
S 0.088 -0.037 0.335
H 0.006 -0.034 -0.267
H -0.025 0.016 -0.086



A structure of composition C33H41Cl2IrN2O2Te. Source: the OMol25 dataset; level of theory: ωB97M-V/def2-TZVPD.

2S+1: 2
Expectation value of S²: 0.78
HOMO energy (spin up / spin down) in eV: -10.5 / -10.4
ΔE to the lowest compared entry with this formula, charge and spin in kJ/mol: 100.3
LUMO level (spin up / spin down) in eV: -3.55 / -4.83
Net charge: +1

Atoms and positions in Å:
Ir: 0.432469 -0.056360 -0.134502
C: 1.811529 -1.585411 -0.792340
C: 2.592072 -0.823387 0.156499
C: 1.842469 -0.837122 1.408259
C: 0.762832 -1.785192 1.211362
C: 0.761155 -2.280023 -0.117654
C: 0.016517 -3.481024 -0.651144
C: 1.105935 -4.570749 -0.763079
C: -1.051656 -3.971924 0.325534
C: -0.587526 -3.240934 -2.032802
C: 2.108713 -0.255567 2.803437
C: 2.253837 1.270716 2.778094
C: 0.932117 -0.618019 3.731363
C: 3.339473 -0.887561 3.473602
C: 4.058150 -0.518207 -0.141074
C: 4.331055 -0.460185 -1.653475
C: 4.777723 -1.794047 0.364134
C: 4.669507 0.718733 0.507889
H: 2.064346 -1.706719 -1.832559
H: 0.035380 -2.054302 1.957132
H: 1.595618 -4.744158 0.197154
H: 1.864455 -4.300013 -1.499822
H: 0.644859 -5.506764 -1.081521
H: -0.606836 -4.294035 1.269660
H: -1.563191 -4.833559 -0.104313
H: -1.793325 -3.205573 0.539519
H: 0.144597 -2.847587 -2.740516
H: -1.426921 -2.549875 -1.988577
H: -0.955707 -4.190297 -2.424486
H: 1.476821 1.736703 2.181122
H: 3.205812 1.596616 2.369373
H: 2.187817 1.658359 3.797098
H: -0.041809 -0.330788 3.334674
H: 1.071315 -0.116758 4.688806
H: 0.902778 -1.690806 3.931869
H: 4.281331 -0.595352 3.019868
H: 3.274366 -1.977357 3.475224
H: 3.368535 -0.557431 4.513140
H: 4.114155 -1.411666 -2.140191
H: 5.391208 -0.259246 -1.808397
H: 3.764606 0.322870 -2.149446
H: 4.397982 -2.683236 -0.143213
H: 4.678532 -1.939549 1.435121
H: 5.839365 -1.703935 0.126718
H: 4.108054 1.620414 0.277033
H: 5.680045 0.843329 0.117049
H: 4.758777 0.625490 1.586043
Cl: -6.181332 -0.202545 -4.049993
C: -4.592957 -0.156159 -3.367853
C: -3.503964 0.158932 -4.183530
C: -2.238157 0.204747 -3.656268
Cl: -0.901280 0.581830 -4.684759
C: -1.968615 -0.054692 -2.280583
O: -0.727802 0.016919 -1.896994
C: -3.098411 -0.383569 -1.485851
C: -2.994828 -0.747139 -0.091411
O: -1.983271 -0.741285 0.594989
C: -4.388767 -0.431995 -2.044714
H: -3.653939 0.366576 -5.234448
H: -3.941638 -1.069475 0.374842
H: -5.226543 -0.695207 -1.410397
Te: 1.443190 1.817229 -1.800429
C: 2.471566 3.290675 -0.694654
C: 3.739547 3.678853 -1.125542
C: 4.420066 4.695412 -0.472355
C: 3.845278 5.323252 0.624764
C: 2.578612 4.946401 1.052350
C: 1.888389 3.944001 0.387781
H: 4.204200 3.177115 -1.966679
H: 5.401391 4.993583 -0.817435
H: 4.379290 6.110325 1.140420
H: 2.122109 5.443369 1.898778
H: 0.889215 3.676929 0.714842
N: -1.417014 2.318850 -0.112048
C: -2.279718 3.105645 0.540697
C: -2.129276 2.839881 1.886304
C: -1.132666 1.865708 1.950427
N: -0.698529 1.562565 0.730153
H: -1.183213 2.285862 -1.097227
H: -2.914073 3.797237 0.012293
H: -2.660655 3.291782 2.704893
H: -0.719908 1.380013 2.815613

Atomic forces in eV per Å
Ir 0.178 -0.057 -0.463
C -0.112 0.109 0.250
C -0.125 0.071 0.233
C -0.101 -0.243 -0.036
C 0.129 0.248 -0.076
C 0.106 0.078 0.089
C 0.055 -0.061 -0.013
C -0.052 0.005 -0.052
C 0.019 0.040 0.025
C -0.022 0.000 -0.022
C -0.067 0.065 0.109
C 0.118 0.015 0.065
C -0.019 -0.015 -0.037
C 0.013 -0.022 -0.046
C 0.020 -0.085 -0.265
C 0.011 -0.026 0.024
C 0.037 0.048 -0.042
C -0.002 -0.043 0.070
H 0.008 -0.034 0.016
H -0.024 0.009 -0.022
H 0.009 0.010 -0.004
H 0.001 -0.007 0.012
H 0.003 0.010 0.006
H -0.004 0.006 -0.001
H 0.008 0.005 -0.004
H -0.027 0.032 -0.005
H -0.020 0.021 0.011
H -0.008 0.027 0.018
H 0.014 0.010 -0.019
H -0.096 0.046 -0.026
H -0.029 -0.017 -0.009
H 0.016 -0.010 -0.022
H 0.032 -0.027 -0.016
H -0.008 0.019 -0.017
H 0.002 0.014 0.006
H 0.001 0.002 -0.044
H 0.007 -0.008 -0.015
H 0.010 -0.012 -0.001
H 0.009 0.013 -0.021
H 0.003 -0.023 0.029
H 0.018 0.008 -0.022
H -0.004 0.008 0.007
H -0.019 0.003 0.075
H -0.015 0.002 0.020
H -0.002 -0.023 0.010
H -0.001 0.016 0.001
H -0.006 -0.005 -0.011
Cl -0.032 -0.004 -0.012
C 0.006 -0.005 0.020
C 0.028 0.011 -0.011
C 0.066 -0.028 0.178
Cl 0.015 0.013 -0.047
C -0.189 0.012 -0.045
O -0.118 -0.040 0.181
C 0.204 -0.011 -0.125
C 0.001 0.075 0.019
O -0.037 -0.286 0.123
C -0.031 -0.004 0.016
H 0.001 -0.003 0.010
H -0.026 0.053 0.007
H 0.002 0.004 -0.006
Te 0.024 0.174 0.166
C 0.000 -0.084 -0.047
C 0.019 -0.024 -0.036
C -0.009 0.042 0.023
C -0.016 -0.036 -0.024
C 0.027 0.021 0.014
C -0.114 -0.034 0.034
H -0.012 0.012 0.006
H 0.000 -0.002 0.003
H -0.001 -0.001 -0.002
H -0.002 0.001 -0.005
H 0.055 -0.004 -0.007
N -0.067 0.036 0.002
C 0.050 -0.021 0.018
C -0.022 0.028 0.005
C 0.009 0.002 0.065
N 0.106 -0.152 -0.222
H 0.010 0.031 -0.031
H -0.002 -0.018 0.003
H 0.012 -0.013 -0.005
H -0.026 0.033 -0.033



A cluster of 3 separate species, C17H30BIO7 in total at a distorted geometry. Source: the OMol25 dataset; level of theory: ωB97M-V/def2-TZVPD.

2S+1: 1
HOMO energy in eV: -9.2
ΔE to the lowest compared entry with this formula, charge and spin in kJ/mol: 253.6
LUMO level in eV: -0.98

Atoms and positions in Å:
O: 0.932016 -4.784241 -0.184995
C: 0.769902 -3.577798 0.040020
C: 1.944010 -2.502272 -0.161929
C: 1.587645 -1.260469 -0.748738
C: 2.665919 -0.103757 -0.959144
C: 3.401621 0.090666 0.453415
O: 2.375848 0.371768 1.464213
C: 0.046043 -1.093936 -1.150051
O: -0.318263 -0.562413 -2.211917
C: -0.987333 -1.714309 -0.088004
C: -2.291794 -0.881173 0.230285
B: -1.901104 0.671610 0.594117
O: -2.620732 1.783229 0.029673
O: -0.786951 0.936123 1.502948
C: -0.630231 -2.946282 0.507906
I: -1.875736 -3.897742 1.992075
H: 2.999991 -2.720507 0.189170
H: 3.377605 -0.287634 -1.825195
H: 2.081491 0.866230 -1.140250
H: 3.932884 -0.860198 0.810246
H: 4.188307 0.914661 0.442424
H: 2.530340 1.281312 1.791818
H: -2.972021 -1.332383 1.016770
H: -2.897930 -0.813845 -0.743233
H: -2.166746 2.605621 0.321653
H: 0.019099 0.882713 0.934302
C: -2.423872 0.690863 4.706511
C: -3.333858 1.752278 4.110856
O: -4.392478 2.142689 4.974482
C: -4.011890 2.701413 6.223754
C: -3.173751 3.961764 6.094935
H: -3.001133 -0.198174 4.978134
H: -1.652629 0.404053 3.987078
H: -1.922706 1.043295 5.609630
H: -3.801556 1.348063 3.209574
H: -2.760644 2.629453 3.794152
H: -3.500911 1.949053 6.833742
H: -4.939218 2.945547 6.749033
H: -2.228692 3.774201 5.581736
H: -2.944182 4.367498 7.083037
H: -3.712212 4.721149 5.521562
C: 3.776557 -1.607332 -6.464181
C: 3.000137 -2.092749 -5.251307
O: 2.703146 -1.063774 -4.317717
C: 1.914741 0.017592 -4.799980
C: 0.547277 -0.404836 -5.308526
H: 4.713246 -1.134590 -6.153970
H: 4.007642 -2.444407 -7.127689
H: 3.214246 -0.870862 -7.040423
H: 3.605247 -2.829676 -4.718094
H: 2.082260 -2.607017 -5.552170
H: 2.465751 0.573407 -5.566349
H: 1.781766 0.702843 -3.958095
H: 0.617777 -1.087483 -6.157913
H: -0.025200 0.469307 -5.627641
H: -0.008742 -0.918537 -4.521737

Atomic forces in eV per Å
O -0.446 3.329 0.890
C 0.359 -1.089 -0.152
C -2.027 2.215 -1.005
C 0.667 -2.440 0.948
C -0.865 0.185 0.977
C 0.133 -0.425 -0.022
O 0.894 0.835 -0.663
C 0.135 -0.050 -0.808
O 0.886 -1.078 3.228
C 0.338 -1.683 1.257
C 0.162 0.449 -1.500
B 0.037 1.125 0.264
O 1.839 -1.664 1.418
O -1.004 -0.133 -2.449
C 0.471 2.529 -1.773
I 0.989 0.415 -1.081
H -1.581 -0.013 -0.684
H -0.979 0.059 1.080
H 0.904 -1.316 0.011
H -0.732 1.281 -0.743
H -1.091 -0.965 -0.224
H -0.154 -0.817 -0.217
H 1.102 0.310 -0.869
H 0.746 -0.230 1.304
H -0.519 -0.701 -0.188
H -0.305 -0.104 1.042
C 0.034 -0.079 0.088
C 0.109 -0.096 0.107
O -0.213 0.006 -0.059
C 0.050 0.016 -0.037
C 0.068 0.069 -0.108
H 0.033 0.080 -0.060
H -0.075 0.036 0.021
H 0.057 0.025 -0.054
H -0.184 0.107 0.117
H 0.090 -0.003 0.027
H 0.086 0.035 0.000
H -0.019 -0.119 -0.204
H 0.016 -0.017 0.100
H -0.034 -0.029 -0.051
H 0.005 -0.053 0.073
C 0.031 0.140 -0.030
C 0.025 0.019 -0.094
O 0.117 0.021 0.256
C -0.129 -0.008 -0.082
C -0.055 -0.217 -0.038
H -0.066 -0.088 -0.020
H -0.005 0.043 0.077
H -0.027 -0.079 -0.040
H -0.083 0.146 0.149
H -0.022 0.033 -0.071
H -0.019 -0.030 -0.065
H 0.104 -0.195 0.048
H 0.034 0.121 -0.071
H 0.047 -0.035 0.045
H 0.064 0.128 -0.065